# 1
96
Properties=species:S:1:pos:R:3:forces:R:3 method="wB97M-V/def2-TZVPD" smiles=CC(C)O.CC(C)O.CC(C)O.CC(C)O.CC(C)O.CC(C)O.CC(C)O.CC(C)O max_force_ev_per_a=7.27 energy_ha=-1554.2720 gap_ev=9.66 multiplicity=1 charge=0
C -1.093 0.539 0.409 5.34 2.00 4.30
C -0.076 0.079 -0.635 -2.98 -0.01 -1.28
C 1.261 -0.313 -0.166 -1.11 2.57 5.76
O -0.788 -1.074 -1.211 2.34 -0.27 -2.24
H -0.594 1.371 1.185 -1.10 -1.18 -2.49
H -1.238 -0.104 1.262 0.11 -1.55 -0.21
H -2.028 0.833 0.181 -2.84 1.19 -1.69
H -0.095 0.683 -1.557 0.59 0.95 0.94
H 2.045 0.438 0.218 -2.12 0.27 0.41
H 1.962 -0.600 -0.750 3.59 -3.13 -5.49
H 1.184 -1.048 0.635 -0.08 -0.09 0.08
H -0.285 -1.092 -2.122 -1.59 -0.66 2.07
C 4.086 4.918 -2.386 -1.05 4.28 2.84
C 2.982 4.637 -1.418 1.14 -1.13 1.76
C 2.911 3.077 -1.146 -4.28 2.81 -3.61
O 3.494 5.206 -0.174 -1.11 0.14 0.19
H 4.421 6.001 -2.272 -0.73 -1.07 -0.61
H 3.840 4.677 -3.308 -1.00 -0.91 -4.67
H 4.906 4.418 -2.089 2.86 -2.11 1.01
H 1.974 5.020 -1.691 0.69 -0.11 0.17
H 2.577 2.676 -2.175 1.14 0.05 1.55
H 2.008 2.930 -0.580 -0.16 -0.30 0.82
H 3.742 2.691 -0.701 2.30 -1.08 0.84
H 3.317 6.159 -0.146 0.05 -0.42 -0.13
C 4.632 0.978 -3.179 -0.96 -1.95 -1.24
C 4.784 -0.357 -3.904 -3.26 -2.41 1.36
C 4.306 -1.590 -3.004 2.75 -1.55 1.16
O 4.036 -0.493 -5.154 0.52 1.24 0.85
H 5.214 0.927 -2.221 -1.28 0.53 -0.80
H 3.576 1.218 -3.349 -0.23 -0.10 1.78
H 4.978 1.654 -3.887 1.70 1.74 -0.84
H 5.788 -0.493 -4.094 2.30 -0.52 -0.56
H 4.985 -2.578 -3.113 -1.93 1.78 -0.92
H 3.273 -1.851 -2.690 0.25 0.45 -1.34
H 4.727 -1.452 -2.020 0.24 0.87 0.79
H 4.194 -1.409 -5.379 -0.15 -0.22 -0.33
C -0.646 -2.537 -4.631 -0.35 -2.97 1.69
C -0.614 -1.075 -4.742 0.74 0.37 -0.43
C -1.882 -0.372 -4.353 2.84 1.06 5.69
O 0.447 -0.642 -3.841 2.57 1.91 -2.76
H -1.571 -2.758 -5.220 0.69 -0.90 0.59
H -0.745 -2.884 -3.472 -0.06 0.73 -2.80
H 0.279 -3.103 -5.044 -1.59 1.19 0.48
H -0.489 -0.917 -5.881 0.54 0.62 1.75
H -2.627 -0.418 -4.954 -4.71 -0.67 -4.38
H -1.721 0.645 -4.148 1.09 2.09 -1.16
H -2.353 -0.339 -3.314 0.82 -2.18 -0.61
H 1.247 -0.249 -4.407 -2.52 -1.34 1.94
C 1.278 3.943 3.082 0.92 -2.40 -3.65
C 0.813 4.545 4.360 -1.84 -0.70 0.30
C 1.827 4.711 5.440 0.28 0.52 3.54
O 0.281 5.826 3.996 3.79 0.34 1.99
H 2.075 4.564 2.596 -0.35 -0.57 0.62
H 0.480 3.914 2.212 0.98 0.24 2.06
H 1.635 2.804 3.067 -0.53 2.43 0.58
H 0.092 3.796 4.797 -0.30 1.20 -0.46
H 1.640 5.543 6.305 0.12 -1.59 -2.64
H 2.797 4.824 5.022 1.03 0.54 -0.21
H 1.892 3.801 6.097 -0.11 0.46 -0.88
H -0.571 5.759 3.727 -3.98 -0.50 -1.32
C -1.888 -0.846 4.440 0.81 -0.24 -0.43
C -3.466 -0.791 4.551 1.43 1.53 -4.38
C -4.198 -2.075 4.341 4.08 -2.99 -0.23
O -3.841 -0.229 5.709 -3.15 2.91 2.23
H -1.559 -1.624 3.741 -0.67 0.48 -1.13
H -1.339 -1.410 5.232 -0.73 1.36 0.71
H -1.359 0.160 4.114 -1.24 -2.05 1.06
H -3.747 -0.022 3.614 0.51 -1.90 1.95
H -5.198 -2.041 4.359 -3.95 1.11 -0.61
H -4.122 -2.783 5.261 0.96 0.84 -1.54
H -3.847 -2.537 3.345 -0.61 0.24 1.70
H -4.766 0.209 5.564 2.59 -1.29 0.61
C -4.919 -0.832 0.610 -1.45 4.21 -1.96
C -6.150 -1.602 0.101 0.59 1.03 -1.24
C -6.298 -3.026 0.709 0.21 1.61 -6.72
O -7.261 -0.693 0.205 -1.01 0.06 0.54
H -5.073 -0.326 1.553 -0.21 -1.05 0.96
H -4.843 0.311 0.074 0.02 -3.28 0.38
H -4.005 -1.334 0.519 1.38 -0.66 0.01
H -6.181 -1.766 -1.004 1.13 -0.19 0.69
H -7.326 -3.164 0.608 -2.08 -0.87 -1.10
H -6.306 -3.088 1.691 1.87 -0.64 4.85
H -5.743 -3.656 -0.114 -0.79 0.50 2.71
H -7.398 -0.209 -0.637 0.39 -0.71 0.88
C 0.933 -3.840 1.812 2.39 0.04 -1.78
C 1.062 -4.089 0.257 2.01 2.27 1.61
C 1.409 -5.522 -0.126 0.62 -0.47 3.36
O -0.066 -3.662 -0.330 -2.81 -1.71 -1.90
H 0.443 -2.979 2.226 0.44 1.15 -0.52
H 1.830 -4.159 2.319 0.73 0.68 0.28
H 0.317 -4.550 2.118 -3.21 -3.54 1.32
H 1.884 -3.383 -0.055 -0.03 -0.89 -0.06
H 1.619 -5.744 -1.112 -0.15 0.22 -2.48
H 0.699 -6.315 0.253 0.59 1.05 -0.18
H 2.419 -5.693 0.329 -0.84 -0.19 0.12
H -0.284 -2.744 -0.341 0.20 1.39 0.07

# 2
21
Properties=species:S:1:pos:R:3:forces:R:3 method="wB97M-V/def2-TZVPD" smiles=O.O.O.O.O.O.O max_force_ev_per_a=2.77 energy_ha=-535.0561 gap_ev=10.47 multiplicity=1 charge=0
O -0.700 -2.266 1.482 -0.03 0.06 -0.18
H -0.482 -1.347 1.182 -0.24 -0.98 0.03
H -0.745 -2.845 0.707 0.07 0.41 0.24
O -0.924 2.653 1.059 -0.17 -1.05 0.89
H -0.991 3.602 0.977 -0.10 0.43 0.41
H -1.238 2.348 1.938 0.15 0.81 -0.78
O -0.870 2.456 -1.755 -0.30 -0.61 0.79
H -0.965 2.549 -0.786 0.15 0.08 -0.83
H -1.275 1.569 -1.872 0.23 0.65 -0.43
O 2.268 -0.978 -0.956 1.56 -0.81 0.08
H 2.968 -1.299 -1.557 -0.21 -0.03 0.76
H 1.729 -0.528 -1.565 -1.46 1.09 -1.26
O 0.146 0.057 0.712 -1.52 0.25 0.80
H -0.131 0.971 0.786 0.02 0.47 -0.05
H 0.944 0.062 0.236 1.81 -0.11 -0.93
O 2.448 -2.418 1.417 0.88 1.45 -0.40
H 2.997 -1.658 1.073 -0.93 -1.39 0.58
H 1.544 -2.083 1.312 0.10 -0.38 0.19
O -2.016 -0.074 -1.703 1.56 1.36 0.00
H -2.055 -0.073 -0.759 0.28 0.05 1.17
H -2.651 -0.697 -1.929 -1.85 -1.76 -1.07

# 3
24
Properties=species:S:1:pos:R:3:forces:R:3 method="wB97M-V/def2-TZVPD" max_force_ev_per_a=4.67 energy_ha=-1573.6399 gap_ev=7.27 multiplicity=1 charge=-2
C 1.847 -1.072 -0.177 -0.57 -2.56 -2.40
C -1.223 -1.128 0.939 -3.33 -0.63 -2.35
C -1.491 1.029 0.090 -0.49 -0.27 -1.29
C -1.521 -0.680 -1.550 -0.74 -2.55 3.12
C 1.730 0.330 0.028 0.50 0.21 0.48
N -0.970 -0.329 -0.227 -0.74 3.46 1.04
O 3.040 -0.462 -0.171 -0.07 -1.00 -0.63
O 0.669 2.626 -1.338 1.28 -0.80 0.31
O 2.950 1.343 2.181 -1.48 -1.73 -0.93
O 1.391 -2.175 -0.464 1.30 2.29 0.83
O 1.356 0.671 -2.647 0.80 0.75 1.39
O 1.898 -0.918 2.263 0.61 -1.08 0.22
O 0.521 1.036 2.229 0.26 0.09 -0.13
S 1.761 1.603 -1.514 -1.91 -0.21 -1.19
S 1.796 0.449 1.815 0.25 4.09 2.23
H -2.262 -0.874 1.331 0.89 -0.32 0.21
H -1.292 -2.087 0.495 -0.24 -1.69 0.06
H -0.506 -1.214 1.677 1.60 0.69 1.45
H -2.629 0.936 0.206 1.12 0.40 0.41
H -0.918 1.554 0.823 -0.26 -0.46 1.47
H -1.285 1.746 -0.686 -0.25 -0.21 -1.18
H -0.770 -0.212 -2.115 0.37 0.24 -2.07
H -1.492 -1.827 -1.486 0.05 1.46 -1.10
H -2.601 -0.347 -1.701 1.06 -0.17 0.05

# 4
20
Properties=species:S:1:pos:R:3:forces:R:3 method="wB97M-V/def2-TZVPD" max_force_ev_per_a=4.18 energy_ha=-344.6781 gap_ev=8.64 multiplicity=1 charge=+1
C -0.817 -1.758 -0.554 -1.37 -2.88 -0.25
C -1.446 -0.555 0.134 2.34 0.97 0.89
C -0.458 0.087 1.149 0.23 0.17 -0.49
C -0.180 1.402 1.198 1.26 -0.45 1.43
N 0.823 1.944 2.056 -2.34 1.11 -3.27
N 0.672 -1.617 -0.781 -0.38 3.76 1.61
H -1.282 -1.906 -1.584 0.67 -0.07 1.41
H -1.020 -2.706 0.103 0.63 1.62 -1.43
H -1.782 0.176 -0.581 0.17 0.47 -0.39
H -2.328 -0.848 0.636 -0.95 -0.74 0.55
H 0.186 -0.531 1.821 -0.97 0.08 -0.43
H -0.673 2.122 0.560 -0.08 0.12 0.07
H 1.266 1.386 2.690 1.07 -1.96 1.83
H 0.653 2.858 2.410 -0.12 0.59 0.04
H 1.198 -2.291 -1.246 0.24 -2.00 -1.73
H 0.715 -0.676 -1.364 0.88 -1.43 1.57
H 1.206 -1.598 0.150 -1.17 0.98 -1.47
H 1.843 1.661 -2.292 -1.14 -1.70 0.51
H 0.413 1.750 -2.367 -2.81 1.85 -0.72
O 1.012 1.100 -2.139 3.86 -0.48 0.27

# 5
55
Properties=species:S:1:pos:R:3:forces:R:3 method="wB97M-V/def2-TZVPD" max_force_ev_per_a=2.50 energy_ha=-3138.9826 gap_ev=6.26 multiplicity=1 charge=-1
Ti -0.051 -0.085 -0.185 0.50 0.76 -0.50
N 2.662 1.486 3.381 0.17 0.07 0.16
C 1.643 1.368 2.490 -0.86 0.42 -0.43
S 1.560 2.696 1.336 -0.41 -0.40 -0.44
N 0.808 0.415 2.689 0.72 -0.56 1.25
N -0.210 0.045 1.882 -0.66 0.13 0.76
C -1.235 -0.464 2.489 0.66 0.45 0.32
C -2.416 -0.936 1.829 -0.47 -0.05 -0.93
C -3.384 -1.642 2.556 0.19 0.07 -0.11
C -4.537 -2.101 1.962 -0.10 -0.09 0.06
C -4.766 -1.851 0.610 0.11 0.02 0.14
C -3.859 -1.124 -0.125 0.42 0.20 -0.13
C -2.660 -0.653 0.450 -1.57 -0.88 1.30
O -1.824 0.048 -0.251 -1.34 0.33 -0.38
H 3.453 2.046 3.114 0.04 -0.07 -0.01
H 2.827 0.682 3.966 0.02 0.04 -0.02
H -1.203 -0.510 3.582 0.09 -0.01 -0.23
H -3.199 -1.842 3.600 0.03 -0.01 0.15
H -5.261 -2.653 2.541 -0.04 -0.07 0.05
H -5.661 -2.235 0.140 -0.04 0.05 -0.04
H -4.028 -0.904 -1.170 0.00 0.01 -0.03
O 6.618 0.057 -2.448 0.26 0.02 -0.97
C 6.357 0.073 -1.251 -1.40 -0.14 0.26
O 7.049 0.192 -0.243 0.63 0.08 0.79
C 4.805 -0.090 -0.927 0.68 0.08 -0.03
C 4.397 -0.357 0.372 -0.28 0.05 -0.24
C 3.049 -0.480 0.653 0.37 -0.20 0.41
N 2.100 -0.295 -0.268 0.46 0.03 -0.21
C 2.497 -0.073 -1.534 0.30 0.11 -0.48
C 3.828 0.018 -1.909 -0.39 0.00 0.15
C 1.361 0.044 -2.532 2.08 0.02 -1.39
O 1.557 0.041 -3.728 -0.19 0.03 0.54
O 0.207 0.123 -1.965 -0.82 0.27 -0.92
H 5.150 -0.450 1.141 0.03 -0.06 0.04
H 2.716 -0.766 1.642 -0.08 0.10 -0.13
H 4.100 0.193 -2.939 0.02 -0.04 -0.03
O 1.116 -2.498 1.655 -0.27 -0.57 -0.40
C 0.466 -2.802 0.663 0.84 -0.49 1.29
O -0.068 -1.938 -0.123 -0.45 -1.24 -0.18
C 0.220 -4.238 0.297 -0.13 -0.18 -0.16
C -0.698 -4.551 -0.705 0.22 0.22 0.23
C -0.958 -5.868 -1.016 -0.02 -0.57 0.01
C -0.294 -6.878 -0.322 0.35 1.73 0.35
C 0.643 -6.573 0.665 -0.19 -0.40 -0.19
C 0.894 -5.254 0.973 -0.13 0.38 -0.10
N -0.587 -8.245 -0.613 -0.30 -1.43 -0.29
O 0.005 -9.105 0.023 -0.21 0.23 -0.25
O -1.421 -8.486 -1.475 0.29 0.06 0.28
H -1.200 -3.745 -1.223 -0.01 -0.05 -0.02
H -1.668 -6.138 -1.783 -0.03 0.01 -0.02
H 1.149 -7.380 1.173 0.02 0.00 0.03
H 1.605 -4.980 1.736 0.04 0.00 0.05
N -0.498 2.713 -0.476 -0.87 0.76 -1.00
C 0.252 1.959 0.143 1.46 0.99 1.33
H -0.465 3.733 -0.408 0.26 -0.23 0.31

# 6
66
Properties=species:S:1:pos:R:3:forces:R:3 method="wB97M-V/def2-TZVPD" max_force_ev_per_a=0.74 energy_ha=-6262.5766 gap_ev="6.64 / 6.83" s2=0.8370 multiplicity=2 charge=-1
Co 0.446 -0.086 -0.801 -0.67 -0.08 0.31
N 0.109 -2.244 -0.517 -0.23 -0.08 -0.07
C -0.746 -2.819 -1.045 0.25 0.10 0.08
N -1.724 -3.501 -1.610 -0.13 0.02 -0.06
C -1.383 -4.432 -2.690 0.04 -0.06 -0.09
C -1.578 -3.766 -4.045 0.12 -0.02 0.05
O -2.899 -3.276 -4.161 -0.03 -0.04 -0.03
C -3.126 -2.252 -3.197 -0.10 0.04 0.14
C -3.020 -2.820 -1.787 -0.05 0.05 0.02
H -2.050 -5.294 -2.601 0.02 0.02 -0.02
H -0.354 -4.763 -2.551 0.00 0.01 -0.04
H -1.431 -4.488 -4.850 0.01 0.00 0.03
H -0.855 -2.947 -4.162 -0.03 -0.04 0.02
H -4.127 -1.862 -3.376 0.03 -0.01 0.03
H -2.403 -1.443 -3.326 0.00 -0.03 -0.03
H -3.801 -3.566 -1.619 0.00 0.02 -0.02
H -3.104 -2.036 -1.031 -0.01 -0.02 -0.11
C -1.422 -0.480 2.888 0.13 -0.04 0.18
Si 0.462 -0.479 2.973 -0.06 -0.19 -0.04
C 0.932 0.259 4.655 -0.11 -0.11 -0.04
C 1.051 -2.278 2.956 0.03 0.13 0.01
As 1.293 0.815 1.249 0.12 0.45 -0.04
Si 3.546 0.357 1.458 0.10 -0.24 -0.03
C 4.044 -1.407 0.960 0.04 0.20 0.04
C 4.484 1.590 0.367 -0.03 -0.07 0.15
C 4.202 0.587 3.221 0.05 0.04 -0.16
Si -1.906 3.679 -0.763 0.08 -0.14 0.06
C -1.609 3.683 1.076 -0.13 0.11 -0.18
C -3.725 3.853 -1.141 0.10 0.06 0.14
C -0.909 5.002 -1.630 -0.07 -0.12 0.14
H -1.808 -1.250 3.564 -0.06 0.01 0.02
H -1.795 -0.666 1.884 0.03 -0.06 -0.07
H -1.820 0.485 3.211 0.00 0.04 0.01
H 0.274 -0.145 5.430 -0.01 -0.02 0.04
H 0.820 1.344 4.645 -0.03 0.05 -0.02
H 1.959 0.032 4.938 0.03 0.00 -0.01
H 0.506 -2.894 3.675 -0.04 -0.01 0.06
H 2.115 -2.332 3.201 -0.02 0.00 0.05
H 0.924 -2.704 1.960 -0.04 0.01 -0.03
H 3.594 -1.701 0.013 -0.02 -0.02 -0.06
H 3.712 -2.130 1.707 0.01 0.04 0.02
H 5.132 -1.490 0.866 0.02 -0.01 0.00
H 4.031 1.674 -0.618 -0.03 -0.01 -0.07
H 5.529 1.297 0.238 0.05 -0.01 0.02
H 4.459 2.583 0.823 0.00 0.00 0.03
H 3.864 -0.202 3.892 -0.03 -0.06 -0.01
H 3.895 1.544 3.644 -0.02 0.04 0.00
H 5.295 0.555 3.199 0.04 0.01 0.02
H -2.126 2.858 1.567 -0.06 -0.05 -0.04
H -1.994 4.623 1.483 0.05 -0.01 0.10
H -0.551 3.585 1.321 0.05 0.02 -0.05
H -4.305 3.079 -0.639 0.00 -0.03 0.03
H -3.944 3.786 -2.204 0.05 0.01 -0.07
H -4.053 4.828 -0.769 -0.07 0.01 -0.03
H 0.127 4.983 -1.290 0.04 -0.01 0.01
H -1.318 5.991 -1.417 -0.01 0.06 0.02
H -0.913 4.855 -2.709 -0.04 -0.03 -0.05
O -3.277 0.938 -2.038 -0.06 0.02 -0.07
S -1.927 0.808 -1.568 0.34 -0.54 0.31
O -1.775 0.181 -0.247 0.04 0.10 0.09
O -1.301 2.241 -1.409 -0.15 0.40 -0.24
O -0.989 0.131 -2.473 0.13 0.13 -0.22
I 2.079 -1.381 -3.430 0.00 -0.06 -0.05
C 2.055 0.051 -1.774 0.29 0.04 -0.11
H 2.998 -0.155 -1.280 0.00 -0.02 -0.11
H 2.131 1.009 -2.297 0.01 0.00 0.03